Here is a molecular structure, C40H71AlBrFIO15 from the OMol25 dataset. Energies are from ωB97M-V/def2-TZVPD.

```
130
Properties=species:S:1:pos:R:3:forces:R:3
C -6.427 1.978 0.059 -0.17 0.02 0.05
C -7.697 1.234 -0.396 -0.04 0.08 0.30
C -7.628 -0.287 -0.217 0.03 0.02 -0.16
C -6.998 -1.102 -1.375 0.19 0.22 0.21
C -6.316 -0.309 -2.491 -0.25 -0.16 -0.19
C -5.531 -1.241 -3.405 -0.18 0.06 -0.13
C -4.819 -0.560 -4.577 -0.23 -0.09 -0.11
C -3.797 -1.487 -5.241 0.14 -0.17 -0.04
C -2.387 -1.636 -4.608 -0.10 -0.32 0.31
C -2.150 -0.879 -3.304 -0.01 0.47 -0.28
C -0.699 -0.889 -2.784 -0.02 -0.31 0.24
C -0.541 -1.442 -1.348 0.12 0.35 -0.10
Al -1.820 -0.728 0.042 -0.23 -0.16 0.38
C -2.705 1.000 -0.543 0.14 -0.13 -0.21
C -1.780 2.045 -1.140 -0.06 -0.08 -0.17
F -1.812 3.274 -0.426 -0.21 0.06 -0.02
C -3.293 -2.005 0.693 0.12 0.01 -0.50
C -3.217 -3.492 0.408 -0.03 0.07 0.60
C -1.943 -4.135 0.929 -0.16 -0.23 0.00
Br -3.422 -3.915 -1.511 -0.01 -0.13 -0.17
C -0.689 -0.206 1.670 0.41 -0.21 -0.71
I -1.889 0.312 3.390 -0.15 0.22 0.22
C 0.456 -1.123 2.109 0.02 0.47 0.41
C 1.584 -0.360 2.828 -0.53 0.33 0.06
H -5.964 2.554 -0.740 0.10 -0.06 -0.06
H -6.659 2.679 0.863 0.02 0.04 0.01
H -5.688 1.286 0.456 0.14 -0.02 -0.09
H -7.944 1.494 -1.425 -0.03 -0.04 -0.07
H -8.533 1.591 0.211 -0.05 0.03 -0.05
H -7.065 -0.487 0.697 -0.01 0.01 0.07
H -8.637 -0.658 -0.028 -0.03 -0.06 -0.04
H -7.768 -1.730 -1.825 0.03 -0.11 -0.06
H -6.246 -1.772 -0.954 -0.06 -0.13 -0.02
H -5.681 0.482 -2.089 0.13 -0.03 0.04
H -7.086 0.171 -3.106 0.05 0.23 0.06
H -4.845 -1.864 -2.830 0.07 0.14 0.06
H -6.262 -1.931 -3.845 0.10 -0.20 0.05
H -4.400 0.405 -4.289 0.14 -0.04 0.09
H -5.586 -0.342 -5.329 0.01 0.17 -0.01
H -4.272 -2.473 -5.254 0.01 -0.05 -0.11
H -3.668 -1.213 -6.291 -0.06 0.12 -0.02
H -1.622 -1.365 -5.333 0.00 0.16 -0.01
H -2.222 -2.700 -4.409 0.09 0.00 0.03
H -2.822 -1.261 -2.537 0.01 -0.05 0.06
H -2.443 0.163 -3.467 -0.07 0.02 0.06
H -0.067 -1.457 -3.471 -0.03 0.00 -0.11
H -0.305 0.130 -2.810 0.00 0.06 -0.03
H 0.461 -1.153 -1.000 0.06 -0.06 -0.01
H -0.518 -2.535 -1.399 -0.13 -0.07 0.08
H -3.453 0.736 -1.296 -0.19 0.11 0.04
H -3.248 1.456 0.288 0.03 0.02 0.13
H -0.727 1.749 -1.157 0.04 0.03 0.12
H -2.065 2.312 -2.161 0.04 -0.06 -0.08
H -3.310 -1.942 1.787 0.00 0.12 0.06
H -4.266 -1.627 0.355 -0.05 0.01 0.01
H -4.071 -4.020 0.836 -0.04 -0.04 -0.10
H -1.097 -3.968 0.267 0.06 0.16 0.03
H -2.074 -5.211 1.056 0.06 -0.04 -0.10
H -1.723 -3.710 1.910 0.08 0.06 0.02
H -0.241 0.752 1.392 -0.11 0.07 0.15
H 0.865 -1.575 1.204 -0.07 -0.26 0.00
H 0.062 -1.899 2.768 0.05 -0.24 -0.17
H 1.125 0.494 3.336 0.10 -0.01 0.15
H 2.118 -0.935 3.580 0.13 -0.17 -0.13
H 2.267 0.063 2.095 0.18 -0.08 0.02
C 5.633 -0.649 1.083 -0.15 -0.05 0.00
C 5.807 -0.703 2.578 0.01 0.04 -0.19
C 6.963 -1.544 3.083 -0.02 -0.01 0.02
O 6.473 -2.005 4.350 0.11 -0.03 -0.06
C 5.112 -2.016 4.292 0.10 0.09 -0.05
O 4.419 -2.525 5.111 -0.03 -0.04 0.05
O 4.691 -1.374 3.189 -0.05 -0.06 0.12
H 4.784 -0.021 0.814 0.01 0.01 0.01
H 6.532 -0.241 0.617 0.01 0.01 0.00
H 5.448 -1.648 0.689 0.06 -0.01 0.00
H 5.849 0.306 2.999 0.01 -0.01 0.03
H 7.888 -0.990 3.225 -0.02 0.01 0.09
H 7.148 -2.410 2.442 0.00 0.01 -0.03
C 1.854 5.959 -0.788 0.17 -0.06 -0.04
C 1.122 4.651 -0.639 0.01 0.07 0.03
C 0.531 4.394 0.731 -0.06 -0.03 0.18
O 0.600 2.962 0.822 0.21 0.10 0.12
C 1.586 2.533 0.019 -0.34 -0.02 0.03
O 1.986 1.412 -0.010 0.31 -0.06 -0.10
O 2.034 3.538 -0.771 0.04 0.00 -0.05
H 2.237 6.078 -1.801 -0.03 0.00 -0.01
H 1.178 6.787 -0.573 -0.01 0.01 0.00
H 2.696 6.001 -0.097 -0.05 0.02 0.06
H 0.359 4.532 -1.413 -0.03 0.00 0.04
H -0.504 4.712 0.826 0.03 -0.15 -0.04
H 1.127 4.803 1.551 -0.01 0.09 -0.25
C -2.587 4.463 5.025 0.00 0.11 -0.17
C -1.116 4.159 5.101 0.02 -0.07 0.11
C -0.371 4.848 6.230 0.02 0.01 -0.01
O 0.941 5.038 5.678 -0.05 0.01 0.07
C 0.818 5.063 4.333 -0.06 -0.06 -0.23
O 1.681 5.375 3.572 0.20 0.12 0.27
O -0.419 4.698 3.958 -0.08 -0.02 -0.02
H -3.042 3.930 4.194 -0.01 -0.08 -0.02
H -3.078 4.151 5.948 0.00 -0.02 0.00
H -2.746 5.533 4.878 0.01 0.00 0.07
H -0.939 3.081 5.106 -0.01 -0.01 -0.02
H -0.304 4.261 7.142 0.09 -0.05 -0.03
H -0.794 5.831 6.452 -0.04 -0.01 0.02
C 8.275 -3.723 6.599 -0.07 0.05 -0.17
C 9.659 -4.219 6.279 -0.04 0.04 0.08
C 10.794 -3.445 6.920 0.02 0.01 0.00
O 11.851 -3.590 5.964 -0.01 0.06 0.04
C 11.287 -3.799 4.748 -0.06 -0.02 0.04
O 11.876 -3.770 3.718 0.04 -0.01 -0.05
O 9.964 -4.040 4.880 -0.01 -0.06 -0.01
H 7.516 -4.334 6.115 0.00 -0.01 0.02
H 8.106 -3.749 7.676 0.02 -0.02 0.01
H 8.143 -2.702 6.242 0.02 0.02 0.06
H 9.755 -5.287 6.498 0.02 -0.01 -0.01
H 11.111 -3.839 7.881 0.06 -0.04 -0.04
H 10.553 -2.383 7.017 -0.04 0.00 0.02
C -1.260 -0.741 -9.926 -0.08 -0.09 0.09
C -0.254 -0.251 -8.917 -0.02 0.00 -0.06
C 1.191 -0.614 -9.204 0.02 0.00 0.01
O 1.751 -0.714 -7.894 0.00 -0.04 -0.03
C 0.746 -1.026 -7.028 -0.08 0.02 -0.07
O 0.893 -1.368 -5.907 0.16 -0.02 -0.02
O -0.454 -0.892 -7.650 -0.01 0.04 0.00
H -2.266 -0.428 -9.651 0.01 0.02 0.00
H -1.028 -0.337 -10.913 0.00 0.01 -0.01
H -1.246 -1.830 -9.973 0.05 0.00 -0.03
H -0.355 0.827 -8.760 0.03 0.01 -0.01
H 1.730 0.135 -9.778 0.03 0.03 0.07
H 1.271 -1.586 -9.697 -0.03 0.01 -0.03
```
Forces are in eV/Å.

Summary:
**E_HOMO**: -4.81 eV
**LUMO energy**: 1.910 eV
**Total charge**: -1
**Max |F|**: 0.8 eV Å⁻¹